Density functional theory data (the ωB97M-V functional and the def2-TZVPD basis) for the molecule C4H7IO at a distorted geometry.

SMILES   C=C[C@@H](I)CO
E_HOMO   -0.338 hartree
Energy relative to the best compared isomer or geometry (same formula, charge and spin)   2.045 eV
LUMO energy   0.43 eV

Geometry as ORCA input:
```
! RIJCOSX wB97M-V def2-TZVPD def2/J DEFGRID3
* xyz 0 1
C 1.09 -1.97 -0.12
C 0.20 -1.22 0.55
C 0.04 1.53 0.18
C -0.53 -0.12 -0.16
O -1.04 2.43 0.07
I -2.69 -0.24 -0.01
H 1.53 -2.87 0.35
H 1.59 -1.75 -1.12
H -0.29 -1.36 1.56
H 0.89 1.87 -0.51
H 0.42 1.42 1.26
H -0.21 -0.39 -1.24
H -0.98 2.67 -0.82
*
```

---

Density functional theory data (the ωB97M-V functional and the def2-TZVPD basis) for a structure of composition C4H7MnO at a distorted geometry.

E_HOMO (alpha / beta)   -0.583 / -0.702 hartree
LUMO energy (alpha / beta)   -11.33 / -11.51 eV

Geometry as ORCA input:
```
! RIJCOSX wB97M-V def2-TZVPD def2/J DEFGRID3
* xyz 2 7
C 0.84 -0.55 1.17
C -0.46 -0.18 0.49
C -1.24 0.58 -0.47
O -1.06 1.01 -1.65
Mn -0.33 2.41 -2.61
H 1.41 0.32 1.54
H -1.23 -0.76 1.02
H 0.74 -1.38 1.87
H -0.36 1.28 0.41
C 1.11 -0.94 -0.23
H 1.85 -0.34 -0.77
H 1.08 -1.99 -0.51
H -2.34 0.54 -0.24
*
```

---

Density functional theory data (the ωB97M-V functional and the def2-TZVPD basis) for the molecule C4H7N at a distorted geometry.

SMILES   [H]/N=C/C=C/C
E_HOMO   -0.345 hartree
Energy relative to the best compared isomer or geometry (same formula, charge and spin)   1.710 eV
LUMO energy   0.89 eV

Geometry as ORCA input:
```
! RIJCOSX wB97M-V def2-TZVPD def2/J DEFGRID3
* xyz 0 1
C 0.72 0.25 0.13
C -0.47 -0.37 0.05
C 2.05 -0.24 0.23
C -1.79 0.42 -0.13
N 3.03 0.36 -0.27
H 0.50 1.28 0.08
H -0.64 -1.40 0.33
H 2.13 -1.33 0.67
H -1.97 0.79 0.80
H -2.57 -0.18 -0.55
H -1.63 1.34 -0.63
H 3.84 -0.20 -0.26
*
```

---

Density functional theory data (the ωB97M-V functional and the def2-TZVPD basis) for the molecule C4H7N at a distorted geometry.

SMILES   CC1=N[C@@H]1C
E_HOMO (alpha / beta)   -0.349 / -0.303 hartree
Energy relative to the best compared isomer or geometry (same formula, charge and spin)   6.040 eV
LUMO energy (alpha / beta)   0.40 / 0.21 eV

Geometry as ORCA input:
```
! RIJCOSX wB97M-V def2-TZVPD def2/J DEFGRID3
* xyz 0 1
C -0.18 -0.87 -0.10
C 0.26 0.09 1.03
C -0.63 -1.25 -1.41
C 0.76 1.47 0.68
N -1.25 -0.24 1.16
H 0.75 -0.45 1.81
H 0.27 -1.42 -1.91
H -1.37 -0.50 -1.65
H -1.24 -2.14 -1.33
H 0.25 1.90 -0.09
H 1.80 1.23 0.28
H 0.57 2.19 1.54
*
```

---

Density functional theory data (the ωB97M-V functional and the def2-TZVPD basis) for the molecule C4H7N at a distorted geometry.

SMILES   C[C@H]1CC=N1
E_HOMO   -0.342 hartree
Energy relative to the best compared isomer or geometry (same formula, charge and spin)   2.819 eV
LUMO energy   1.15 eV

Geometry as ORCA input:
```
! RIJCOSX wB97M-V def2-TZVPD def2/J DEFGRID3
* xyz 0 1
C -1.84 -0.07 -0.17
C -0.51 1.10 -0.08
C 0.09 -0.22 0.54
C 1.41 -0.68 -0.16
N -1.10 -0.98 0.34
H -2.87 0.03 -0.41
H 0.05 1.54 -0.94
H -0.86 1.83 0.74
H 0.46 -0.25 1.49
H 1.80 -1.70 -0.12
H 2.13 0.12 0.06
H 1.24 -0.72 -1.29
*
```

---

Density functional theory data (the ωB97M-V functional and the def2-TZVPD basis) for the molecule C4H7N at a distorted geometry.

SMILES   [H]/N=C1\C[C@@H]1C
E_HOMO   -0.347 hartree
Energy relative to the best compared isomer or geometry (same formula, charge and spin)   2.234 eV
LUMO energy   1.01 eV

Geometry as ORCA input:
```
! RIJCOSX wB97M-V def2-TZVPD def2/J DEFGRID3
* xyz 0 1
C 1.24 -0.97 0.17
C 0.22 -0.19 -0.59
C -1.17 -0.03 0.05
C -0.22 1.09 -0.14
N -0.21 2.33 0.12
H 1.00 -2.03 0.05
H 2.24 -0.76 -0.20
H 1.21 -0.72 1.24
H 0.17 -0.31 -1.67
H -1.31 -0.47 1.04
H -1.14 2.23 0.50
H -2.04 -0.16 -0.59
*
```

---

Density functional theory data (the ωB97M-V functional and the def2-TZVPD basis) for a structure of composition C4H7N2 at a distorted geometry.

E_HOMO   -0.518 hartree
Energy relative to the best compared isomer or geometry (same formula, charge and spin)   5.023 eV
LUMO energy   -4.30 eV

Geometry as ORCA input:
```
! RIJCOSX wB97M-V def2-TZVPD def2/J DEFGRID3
* xyz 1 1
C -0.11 1.21 -0.02
C -1.72 -0.03 0.07
C -0.46 -0.92 0.05
C 1.93 0.05 0.03
N -2.87 0.05 -0.03
N 0.51 0.11 -0.13
H 0.46 2.14 -0.32
H -0.35 -1.58 0.96
H -0.56 -1.56 -0.80
H 2.43 0.97 0.35
H 2.34 -0.44 -0.78
H 2.12 -0.69 0.74
H -3.73 0.70 -0.13
*
```

---

Density functional theory data (the ωB97M-V functional and the def2-TZVPD basis) for the ion C4H7N2 with charge +1 at a distorted geometry.

SMILES   [H]/N=C\C(=C)C=[NH2+]
E_HOMO   -0.529 hartree
Energy relative to the best compared isomer or geometry (same formula, charge and spin)   5.004 eV
LUMO energy   -5.33 eV

Geometry as ORCA input:
```
! RIJCOSX wB97M-V def2-TZVPD def2/J DEFGRID3
* xyz 1 1
C -0.27 -0.27 1.36
C -0.38 -0.68 -1.04
C 0.34 1.67 0.50
C 0.17 0.07 0.10
N 1.33 2.26 0.82
N -0.17 -1.78 -1.65
H -0.81 -1.25 1.64
H -0.34 0.52 2.05
H -1.15 0.06 -1.34
H -0.64 2.22 0.43
H 2.13 1.64 0.65
H 0.44 -2.30 -1.07
H -0.64 -2.16 -2.45
*
```

---

Density functional theory data (the ωB97M-V functional and the def2-TZVPD basis) for the ion C4H7N2 with charge +1 at a distorted geometry.

SMILES   CC/C=[N+]1C=N/1
E_HOMO   -0.585 hartree
Energy relative to the best compared isomer or geometry (same formula, charge and spin)   5.903 eV
LUMO energy   -5.25 eV

Geometry as ORCA input:
```
! RIJCOSX wB97M-V def2-TZVPD def2/J DEFGRID3
* xyz 1 1
C -0.02 2.61 0.86
C 0.37 0.10 0.54
C -0.74 -1.52 -0.65
C 0.63 -0.88 -0.57
N 0.18 2.49 -0.39
N 0.01 1.32 0.45
H -0.17 3.29 1.68
H 0.57 -0.38 1.50
H -1.49 -0.83 -0.87
H -0.61 -2.52 -1.27
H -0.95 -1.85 0.40
H 1.40 -1.62 -0.24
H 0.82 -0.22 -1.45
*
```

---

Density functional theory data (the ωB97M-V functional and the def2-TZVPD basis) for the ion C4H7N2 with charge +1 at a distorted geometry.

SMILES   N=C=C[C@@H]1C[NH2+]1
E_HOMO   -0.483 hartree
Energy relative to the best compared isomer or geometry (same formula, charge and spin)   4.050 eV
LUMO energy   -3.53 eV

Geometry as ORCA input:
```
! RIJCOSX wB97M-V def2-TZVPD def2/J DEFGRID3
* xyz 1 1
C -0.87 -0.02 -0.47
C 0.45 0.63 -0.06
C -2.15 -0.14 -0.01
C 1.66 0.19 -0.63
N -3.27 -0.05 0.37
N 1.34 -0.39 0.68
H -0.81 -0.24 -1.53
H 2.47 0.86 -0.60
H 1.53 -0.50 -1.44
H -3.87 -0.80 0.68
H 1.86 0.23 1.36
H 1.18 -1.32 1.07
H 0.48 1.55 0.59
*
```